C54H51N6O5PW | wB97M-V/def2-TZVPD

```
118
Properties=species:S:1:pos:R:3:forces:R:3:lowdin_charge:R:1
W 0.04265 0.07910 0.27424 0.0 0.1 0.2 1.676
C 3.64551 2.19385 -1.34189 0.0 0.0 0.0 -0.022
O 2.86804 1.04376 -0.97583 0.0 0.0 0.0 -0.144
C 3.42550 -0.17608 -1.18054 0.0 0.0 0.0 -0.244
C 4.45864 -0.39059 -2.08861 0.0 0.0 0.0 0.004
C 4.94576 -1.66424 -2.31228 0.0 0.0 0.0 -0.038
C 4.40305 -2.75178 -1.64428 0.0 0.0 0.0 -0.048
C 3.39266 -2.54553 -0.72655 0.0 0.0 0.0 -0.026
C 2.90342 -1.26261 -0.46020 0.0 0.1 0.0 -0.171
N 1.86393 -1.13289 0.56619 -0.1 0.1 -0.2 -0.060
N 2.08565 -1.98462 1.47406 0.1 -0.1 0.0 0.102
C 1.18896 -2.39110 2.41857 0.0 0.0 0.1 -0.143
C -0.10303 -1.89531 2.55646 0.0 0.1 0.0 -0.288
O -0.47699 -0.78383 1.91864 0.0 -0.2 0.0 -0.351
C -1.03305 -2.52222 3.40500 0.0 0.0 0.0 0.020
C -0.64053 -3.60087 4.14479 -0.1 0.0 0.0 0.030
C 0.68521 -4.10055 4.10518 0.0 0.0 0.0 -0.156
C 1.07625 -5.19047 4.91586 0.0 0.0 0.0 -0.013
C 2.36122 -5.65129 4.87844 0.0 0.0 0.0 -0.051
C 3.29899 -5.03865 4.02683 0.0 0.0 0.0 -0.044
C 2.94580 -3.98603 3.22302 0.0 0.0 0.0 -0.019
C 1.62624 -3.49395 3.24467 0.0 0.0 0.0 -0.086
H 3.86782 2.19567 -2.40540 0.0 0.0 0.0 0.078
H 4.56852 2.22065 -0.76057 0.0 0.0 0.0 0.120
H 3.03072 3.05992 -1.11730 0.0 0.0 0.0 0.097
H 4.87729 0.43850 -2.63885 0.0 0.0 0.0 0.119
H 5.74222 -1.80653 -3.03036 0.0 0.0 0.0 0.124
H 4.76880 -3.75170 -1.83026 0.0 0.0 0.0 0.118
H 2.97711 -3.38130 -0.18063 0.0 0.0 0.0 0.114
H -2.03701 -2.12462 3.46680 0.0 0.0 0.0 0.117
H -1.35586 -4.08743 4.79734 0.0 0.0 0.0 0.132
H 0.34366 -5.64725 5.56919 0.0 0.0 0.0 0.123
H 2.66280 -6.48026 5.50347 0.0 0.0 0.0 0.116
H 4.31730 -5.40397 4.01059 0.0 0.0 0.0 0.116
H 3.67791 -3.51566 2.58233 0.0 0.0 0.0 0.108
N -3.03239 -0.83725 -0.03091 0.0 0.0 0.0 -0.059
P -2.40112 0.62663 0.57298 0.0 0.0 0.0 1.019
C -3.33051 0.79980 2.12982 0.0 0.1 0.0 -0.316
C -4.69103 1.10259 2.02326 0.0 0.0 0.0 -0.080
C -5.48871 1.15925 3.15546 0.0 0.0 0.0 -0.048
C -4.93752 0.92881 4.40796 0.0 0.0 0.0 -0.048
C -3.58501 0.64300 4.52459 0.0 0.0 0.0 -0.052
C -2.78561 0.57913 3.39328 0.0 0.0 0.0 -0.106
C -3.12255 1.91576 -0.45878 0.0 0.0 0.0 -0.356
C -3.18305 3.21094 0.06286 0.0 0.0 0.0 -0.090
C -3.75065 4.23159 -0.67698 0.0 0.0 0.0 -0.046
C -4.28697 3.96217 -1.93093 0.0 0.0 0.0 -0.044
C -4.24537 2.67641 -2.44231 0.0 0.0 0.0 -0.057
C -3.65059 1.65037 -1.71729 0.0 0.0 0.0 -0.079
C -2.28595 -1.92327 -0.40348 0.0 -0.1 0.0 -0.349
C -2.94068 -3.09482 -0.81684 0.0 0.0 0.0 0.012
C -2.20278 -4.17793 -1.21354 0.0 0.0 0.0 -0.020
C -0.80695 -4.09435 -1.20273 0.0 0.0 0.0 -0.027
C -0.23845 -2.92459 -0.78341 0.0 0.0 0.0 -0.110
N -0.94491 -1.84125 -0.38315 0.0 0.1 0.0 -0.032
H -4.03226 -0.98361 -0.00413 0.0 0.0 0.0 0.128
H -5.13312 1.31621 1.05679 0.0 0.0 0.0 0.113
H -6.53940 1.39671 3.05776 0.0 0.0 0.0 0.118
H -5.55900 0.98268 5.29155 0.0 0.0 0.0 0.118
H -3.14729 0.47456 5.49982 0.0 0.0 0.0 0.116
H -1.73641 0.35387 3.50451 0.0 0.0 0.0 0.070
H -2.81864 3.41808 1.06144 0.0 0.0 0.0 0.106
H -3.79536 5.23243 -0.26952 0.0 0.0 0.0 0.117
H -4.74990 4.75657 -2.50090 0.0 0.0 0.0 0.117
H -4.67748 2.46153 -3.40973 0.0 0.0 0.0 0.109
H -3.61210 0.65327 -2.13746 0.0 0.0 0.0 0.090
H -4.02204 -3.12019 -0.82046 0.0 0.0 0.0 0.127
H -2.69802 -5.08456 -1.53441 0.0 0.0 0.0 0.127
H -0.18410 -4.92113 -1.50919 0.0 0.0 0.0 0.120
H 0.83589 -2.81987 -0.76839 0.0 0.0 0.0 0.088
O 0.50055 -0.25576 -1.82591 0.0 0.0 0.1 -0.150
C 0.32584 0.79104 -2.82182 0.0 0.0 0.0 -0.259
C 0.23672 2.05768 -1.96989 0.1 0.1 0.0 -0.469
O 0.32653 3.17505 -2.37716 0.0 0.0 0.0 0.166
O 0.00905 1.78890 -0.66852 0.0 -0.1 -0.1 -0.242
C 1.48103 0.71085 -3.81038 0.0 0.0 0.0 -0.136
C 1.79388 -0.55251 -4.31687 0.0 0.0 0.0 -0.021
C 2.81522 -0.70766 -5.23916 0.0 0.0 0.0 -0.053
C 3.51505 0.40346 -5.68840 0.0 0.0 0.0 -0.057
C 3.18056 1.66358 -5.21689 0.0 0.0 0.0 -0.048
C 2.16390 1.82399 -4.28248 0.0 0.0 0.0 -0.023
C -0.98476 0.54886 -3.56072 0.0 0.0 0.0 -0.141
C -1.61214 -0.69027 -3.53089 0.0 0.0 0.0 -0.035
C -2.74533 -0.91253 -4.30272 0.0 0.0 0.0 -0.062
C -3.24276 0.09363 -5.11751 0.0 0.0 0.0 -0.062
C -2.60428 1.32633 -5.15608 0.0 0.0 0.0 -0.058
C -1.48171 1.55821 -4.37801 0.0 0.0 0.0 -0.005
H 1.34161 -0.72382 -1.99037 0.0 0.0 0.0 0.093
H 1.21502 -1.42322 -4.02270 0.0 0.0 0.0 0.127
H 3.04801 -1.69187 -5.62320 0.0 0.0 0.0 0.117
H 4.30285 0.28944 -6.42091 0.0 0.0 0.0 0.116
H 3.70489 2.53537 -5.58580 0.0 0.0 0.0 0.118
H 1.90044 2.81277 -3.93627 0.0 0.0 0.0 0.117
H -1.21273 -1.49298 -2.92582 0.0 0.0 0.0 0.097
H -3.22438 -1.88320 -4.28345 0.0 0.0 0.0 0.111
H -4.11466 -0.08593 -5.73221 0.0 0.0 0.0 0.115
H -2.97798 2.11184 -5.79954 0.0 0.0 0.0 0.119
H -0.98836 2.52118 -4.41524 0.0 0.0 0.0 0.129
C 1.11047 1.04108 3.25759 0.0 0.0 0.0 -0.128
C 1.39668 2.15272 4.29587 0.0 0.0 0.0 -0.129
N 1.62724 3.42923 3.63572 0.0 0.0 0.0 -0.145
C 2.62805 3.23115 2.59918 0.0 0.0 0.0 -0.131
C 2.07961 2.30423 1.48907 0.0 0.0 0.0 -0.146
N 0.81099 1.64178 1.91961 0.1 0.0 0.0 -0.211
C -0.19489 2.72983 2.12377 0.0 0.0 0.0 -0.148
C 0.38971 3.86302 3.00022 0.0 0.0 0.0 -0.128
H 0.26753 0.44124 3.57887 0.0 0.0 0.0 0.089
H 1.96799 0.37829 3.12513 0.0 0.0 0.0 0.124
H 2.26853 1.89232 4.89620 0.0 0.0 0.0 0.129
H 0.55187 2.26832 4.97678 0.0 0.0 0.0 0.127
H 3.51894 2.80100 3.05870 0.0 0.0 0.0 0.129
H 2.90820 4.19784 2.17961 0.0 0.0 0.0 0.129
H 2.79170 1.52088 1.24736 0.0 0.0 0.0 0.107
H 1.84403 2.85778 0.58450 0.0 0.0 0.0 0.100
H -1.06008 2.27928 2.60566 0.0 0.0 0.0 0.089
H -0.48313 3.09671 1.14154 0.0 0.0 0.0 0.096
H -0.32776 4.15409 3.76816 0.0 0.0 0.0 0.127
H 0.60709 4.74715 2.39977 0.0 0.0 0.0 0.129
```
Positions in Å, forces in eV/Å.

total charge	+2
relative energy (zero: lowest compared OMol25 entry of this formula, charge and spin)	0.000	eV
E_HOMO (spin up / spin down)	-12.7 / -12.7	eV


C20H43O8PS2 | wB97M-V/def2-TZVPD

```
74
Properties=species:S:1:pos:R:3:forces:R:3:lowdin_charge:R:1
C -6.47713 3.30492 1.14455 -0.1 0.1 0.0 -0.126
O -5.35191 3.57003 1.95115 -0.1 -0.1 0.1 -0.183
C -4.09759 3.04030 1.54003 0.1 0.0 0.1 -0.225
C -4.13061 1.88944 0.54529 0.3 -0.2 0.0 -0.203
C -2.72087 1.33038 0.30332 0.1 0.2 0.2 -0.235
C -1.71881 2.35694 -0.29977 -0.4 -0.3 0.2 -0.300
P -0.85047 1.67473 -1.78005 -0.4 -0.2 0.0 0.874
C -2.50677 1.44623 -2.76831 0.0 0.4 -0.2 -0.341
C -2.33458 1.90585 -4.22054 0.0 -0.1 0.0 -0.246
C -2.42906 3.42359 -4.37810 0.0 0.0 0.1 -0.263
O -3.72114 3.75233 -4.85685 0.0 0.0 0.0 -0.195
C -3.88538 5.14320 -5.02633 0.1 -0.1 0.0 -0.119
C 0.89807 1.83106 -0.95338 0.4 -0.1 0.3 -0.320
O 1.94463 2.06246 -1.91792 -0.5 -0.1 -0.2 -0.076
C 2.10281 3.32908 -2.37101 0.3 0.1 -0.5 -0.563
C 2.11776 4.43354 -1.34017 -0.3 0.1 0.1 0.007
O 2.30110 3.54230 -3.54024 0.0 -0.2 0.5 0.100
H -6.76795 2.24764 1.16672 0.1 0.1 -0.1 0.085
H -7.30177 3.88650 1.56205 0.1 0.0 0.0 0.088
H -6.33520 3.62487 0.10538 0.0 -0.1 0.0 0.087
H -3.60057 2.67770 2.44960 -0.1 0.1 -0.1 0.128
H -3.48835 3.87334 1.16385 0.0 -0.1 -0.1 0.117
H -4.55930 2.18969 -0.41543 -0.1 0.0 0.1 0.103
H -4.73975 1.08041 0.96214 0.0 0.1 -0.1 0.121
H -2.78915 0.43988 -0.32286 -0.1 0.0 0.0 0.092
H -2.32359 1.00169 1.27024 0.0 -0.1 -0.2 0.113
H -1.02810 2.67849 0.47740 0.0 0.1 -0.1 0.075
H -2.28195 3.22905 -0.64962 0.2 0.0 0.0 0.082
H -0.34793 2.41886 -2.88954 0.2 0.1 0.1 0.043
H -0.65829 0.27093 -1.80119 0.1 0.0 0.0 0.048
H -2.82667 0.40103 -2.73543 0.0 0.0 0.1 0.072
H -3.30727 2.05805 -2.33504 0.0 -0.2 0.0 0.064
H -1.37843 1.55836 -4.63067 0.0 0.0 0.1 0.099
H -3.11688 1.46945 -4.84855 0.1 0.1 0.0 0.112
H -2.28168 3.92347 -3.40356 0.1 0.0 -0.1 0.111
H -1.66184 3.82231 -5.05528 -0.1 -0.1 -0.1 0.123
H -4.90291 5.31024 -5.37926 0.1 0.0 0.0 0.087
H -3.16958 5.53355 -5.76267 -0.1 0.0 0.0 0.088
H -3.73555 5.67483 -4.07628 0.0 0.0 -0.1 0.086
H 0.95718 2.57404 -0.15327 -0.1 0.0 -0.1 0.054
H 1.11335 0.85858 -0.49740 0.1 0.1 0.0 0.083
H 2.90797 5.13672 -1.60328 -0.1 -0.1 0.0 0.092
H 2.24992 4.06176 -0.32581 0.1 0.1 -0.1 0.071
H 1.15947 4.96266 -1.37822 0.1 0.0 0.0 0.095
C 4.24828 -0.17926 3.04799 0.0 -0.1 0.0 -0.220
C 4.21255 -1.03079 1.77071 0.0 0.0 0.0 -0.205
C 3.08190 -2.05413 1.93199 0.2 0.1 -0.1 -0.229
S 1.87525 -1.28911 3.01941 0.0 0.0 -0.1 0.658
O 1.80290 -2.04402 4.24624 -0.1 0.0 0.0 -0.324
O 0.67264 -0.97724 2.28442 -0.1 0.0 0.1 -0.341
C 2.80150 0.21460 3.32685 0.2 0.1 0.0 -0.232
H 4.88344 0.69820 2.93473 0.0 0.0 0.0 0.113
H 4.63678 -0.76989 3.88036 0.0 0.0 0.0 0.118
H 4.01324 -0.38894 0.90998 0.0 0.0 0.0 0.114
H 5.16219 -1.53203 1.59161 0.0 0.0 0.0 0.115
H 2.59400 -2.30030 0.99398 -0.1 -0.1 0.0 0.101
H 3.41668 -2.96639 2.41500 0.0 0.0 0.0 0.084
H 2.61294 0.53940 4.34730 -0.1 0.0 0.0 0.106
H 2.44558 0.96376 2.61975 0.0 0.0 0.0 0.099
C 2.28944 -8.40962 2.20478 0.1 0.0 0.0 -0.220
C 3.62682 -8.07831 2.88208 0.0 0.0 0.0 -0.213
C 4.47246 -7.29894 1.86707 0.0 -0.1 0.2 -0.218
S 3.30213 -6.44675 0.79813 0.0 0.1 0.1 0.669
O 3.42604 -6.96835 -0.53780 0.0 0.0 0.0 -0.313
O 3.36814 -5.02401 1.03204 0.0 0.0 -0.1 -0.331
C 1.82158 -7.11439 1.54965 -0.1 -0.1 0.1 -0.227
H 1.55484 -8.77906 2.91822 0.0 0.0 0.0 0.115
H 2.43543 -9.17871 1.44359 0.0 0.0 0.0 0.120
H 3.44559 -7.46067 3.76352 0.0 0.0 0.0 0.117
H 4.14635 -8.97644 3.21176 0.0 0.0 0.0 0.113
H 5.11710 -6.55535 2.32820 0.0 0.0 -0.1 0.101
H 5.06154 -7.95587 1.23043 0.0 0.0 -0.1 0.104
H 1.07049 -7.24792 0.77503 0.0 0.1 -0.1 0.109
H 1.47697 -6.38993 2.28728 0.0 0.0 0.0 0.110
```
Positions in Å, forces in eV/Å.

SMILES string	COCCCC[PH2](CCCOC)COC(C)=O.O=S1(=O)CCCC1.O=S1(=O)CCCC1
E_HOMO	-8.1	eV